Entry 1:
{"formula": "C12H28ClN4O8PS", "method": "ωB97M-V/def2-TZVPD", "homo_energy_ev": -8.71, "lumo_energy_ev": 0.3, "smiles": "NC[C@H]1OS(=O)(=O)O[C@@H]1P(O)Cl.CN(C)C=O.CN(C)C=O.CN(C)C=O", "charge": 0, "e_tot_ev": -67885.6664, "largest_force_ev_per_a": 0.5, "symbols": ["N", "C", "C", "O", "S", "O", "O", "O", "C", "P", "O", "Cl", "H", "H", "H", "H", "H", "H", "H", "C", "N", "C", "C", "O", "H", "H", "H", "H", "H", "H", "H", "C", "N", "C", "C", "O", "H", "H", "H", "H", "H", "H", "H", "C", "N", "C", "C", "O", "H", "H", "H", "H", "H", "H", "H"], "positions_angstrom": [[-0.323824, 4.081781, -0.285010], [0.953774, 4.189697, 0.408416], [1.544991, 2.803374, 0.752382], [0.867282, 1.791053, -0.020056], [1.841796, 1.053145, -1.028298], [1.303070, 1.038414, -2.338395], [2.258509, -0.164299, -0.420489], [2.990419, 2.138105, -0.976608], [3.028458, 2.677317, 0.367424], [3.983421, 1.575759, 1.561077], [4.206982, 2.763451, 2.663581], [5.750783, 1.622824, 0.524632], [-0.665617, 5.013989, -0.486250], [-0.200317, 3.628007, -1.182963], [0.779350, 4.729753, 1.340190], [1.704253, 4.760883, -0.153206], [1.394671, 2.590543, 1.811019], [3.532450, 3.640664, 0.327981], [3.655663, 2.522766, 3.434298], [-0.360823, 2.699596, 6.762453], [0.169233, 2.552812, 5.421113], [-0.693509, 2.820973, 4.279806], [1.428572, 2.169862, 5.192503], [1.901286, 2.023907, 4.070900], [-1.205451, 2.027012, 6.917506], [-0.692408, 3.724628, 6.934428], [0.413817, 2.457633, 7.487282], [-0.789595, 1.933307, 3.654715], [-0.279857, 3.624297, 3.669178], [-1.675519, 3.114426, 4.641058], [2.009024, 1.978271, 6.106335], [0.429417, -2.648026, -1.316807], [-0.415643, -3.546599, -0.556275], [-0.881405, -4.782607, -1.164332], [-0.781709, -3.268653, 0.709016], [-1.487986, -3.980143, 1.399150], [-0.090515, -2.309260, -2.215874], [1.355395, -3.144682, -1.613658], [0.683117, -1.778268, -0.720055], [-1.970221, -4.817974, -1.187059], [-0.530877, -5.643679, -0.594280], [-0.505999, -4.844373, -2.182698], [-0.370994, -2.310367, 1.071781], [-3.602901, -2.694027, -6.207841], [-2.904352, -3.517748, -5.246206], [-1.801372, -2.954212, -4.488832], [-3.245220, -4.802424, -5.015407], [-2.681718, -5.529154, -4.221715], [-2.924030, -2.344854, -6.988711], [-4.051305, -1.823864, -5.723696], [-4.395421, -3.276740, -6.674112], [-0.882771, -3.514020, -4.669931], [-2.015073, -2.996245, -3.420009], [-1.656399, -1.918124, -4.786564], [-4.102901, -5.137907, -5.622886]], "forces_ev_per_a": [[0.02, 0.12, 0.01], [0.02, 0.06, -0.22], [-0.11, 0.50, 0.11], [0.01, -0.10, -0.08], [-0.05, -0.11, 0.03], [-0.17, 0.09, -0.02], [0.21, 0.06, -0.05], [0.11, 0.15, 0.12], [0.18, -0.37, 0.01], [-0.27, -0.09, 0.16], [-0.09, -0.09, -0.08], [0.14, 0.15, 0.01], [-0.06, -0.01, 0.07], [-0.03, -0.10, 0.06], [0.10, -0.01, 0.04], [0.00, -0.03, -0.03], [-0.04, -0.24, -0.07], [-0.01, 0.02, -0.09], [0.00, 0.02, 0.02], [-0.02, -0.01, -0.02], [0.03, 0.00, -0.02], [0.02, -0.03, -0.02], [-0.15, -0.08, 0.09], [0.22, 0.16, -0.04], [0.01, 0.00, 0.01], [0.01, 0.00, 0.01], [0.00, 0.00, 0.00], [-0.01, 0.00, 0.00], [-0.02, 0.01, 0.00], [0.00, 0.00, 0.00], [0.02, 0.03, -0.02], [-0.16, -0.17, -0.06], [0.02, 0.05, -0.03], [0.00, 0.01, 0.06], [-0.01, 0.01, 0.03], [0.00, 0.00, -0.01], [0.07, 0.03, -0.03], [0.02, 0.04, -0.01], [0.01, -0.06, 0.04], [0.00, -0.01, -0.02], [0.00, -0.01, -0.01], [-0.02, -0.01, -0.01], [0.00, 0.00, 0.00], [0.04, 0.00, 0.04], [0.01, 0.03, -0.02], [-0.03, -0.03, 0.02], [-0.03, -0.04, 0.01], [0.02, 0.03, 0.01], [-0.01, 0.00, -0.01], [-0.02, 0.00, -0.01], [0.00, 0.00, 0.00], [0.01, 0.01, 0.00], [0.00, 0.01, 0.00], [0.00, 0.00, 0.00], [0.01, 0.00, -0.01]]}


Entry 2:
{"formula": "C12H28LiO4", "method": "ωB97M-V/def2-TZVPD", "homo_energy_ev": [0.60, 0.74], "lumo_energy_ev": [5.1, 5.1], "s2": 0.75, "spin_multiplicity": 2, "charge": -2, "e_tot_ev": -21287.2566, "largest_force_ev_per_a": 3.6, "symbols": ["Li", "C", "C", "C", "O", "H", "H", "H", "H", "H", "H", "H", "C", "C", "C", "O", "H", "H", "H", "H", "H", "H", "H", "C", "C", "C", "O", "H", "H", "H", "H", "H", "H", "H", "C", "C", "C", "O", "H", "H", "H", "H", "H", "H", "H"], "positions_angstrom": [[0.562185, -0.126402, -0.223490], [0.389535, -3.350522, -0.701190], [-0.865905, -2.507302, -0.395090], [-2.039865, -3.455072, 0.055070], [-0.671055, -1.500482, 0.555680], [0.159505, -4.246192, -1.278210], [0.938625, -3.559422, 0.216940], [1.105045, -2.847562, -1.351720], [-1.079625, -1.982662, -1.326310], [-1.898735, -4.140882, 0.890440], [-2.444955, -3.999932, -0.797650], [-2.942625, -2.906972, 0.324720], [0.017285, 2.953238, -2.938150], [0.586505, 1.686468, -2.241480], [1.685735, 1.127918, -3.079380], [1.021055, 1.790088, -0.876870], [0.137425, 2.808578, -4.011800], [0.698285, 3.792368, -2.795960], [-1.001245, 3.264738, -2.706500], [-0.148515, 0.893258, -2.104870], [2.210725, 0.276538, -2.646210], [2.562345, 1.771498, -3.005560], [1.519765, 0.852118, -4.120770], [-3.054605, 0.859518, -0.103590], [-2.491485, 1.985648, 0.756510], [-3.584185, 2.375688, 1.730740], [-1.276115, 1.546928, 1.341420], [-3.207475, -0.071712, 0.441880], [-2.398405, 0.648928, -0.948080], [-3.952395, 1.087838, -0.678000], [-2.345325, 2.812758, 0.061790], [-3.476525, 3.401538, 2.083080], [-3.625915, 1.716738, 2.598000], [-4.532565, 2.282448, 1.201600], [3.494935, 0.120338, 3.478620], [2.670525, -0.056892, 2.212560], [2.830435, -1.396912, 1.534640], [1.329905, 0.343518, 2.047890], [4.524245, 0.291758, 3.163610], [3.377215, -0.803712, 4.044640], [3.209955, 1.000228, 4.055420], [3.344965, 0.533468, 1.592310], [3.862675, -1.689502, 1.342390], [2.456305, -1.384172, 0.510940], [2.342345, -2.197832, 2.089970]], "forces_ev_per_a": [[-0.13, 1.01, 1.93], [0.23, 0.07, -0.08], [-0.03, 0.83, 2.23], [-0.71, 0.55, -1.05], [0.48, -0.99, -1.48], [-0.20, -0.50, 0.21], [-0.18, -0.29, 0.13], [0.03, 0.58, 0.01], [-0.93, -0.39, -0.95], [0.74, 0.01, -0.02], [0.32, -0.73, -0.37], [0.23, 0.74, 0.30], [0.78, -0.28, -0.24], [0.05, -0.23, 2.98], [2.20, -0.51, -0.31], [-0.34, 0.19, -2.15], [-0.60, -0.21, -0.41], [0.07, 0.14, 0.67], [0.02, -0.20, 0.22], [-1.21, -0.14, -1.19], [-0.76, -0.63, 0.45], [-0.05, 0.92, -0.43], [-0.41, 0.25, -0.32], [0.52, -0.88, -1.34], [0.21, -1.18, 0.30], [-0.21, 0.39, 0.48], [-1.43, 0.77, -0.72], [0.17, 0.07, 0.11], [0.64, -0.29, 0.37], [-0.57, 0.57, 0.59], [0.70, 0.27, 0.00], [0.02, 0.08, 0.14], [0.17, -0.11, -0.04], [-0.21, 0.21, 0.11], [-0.62, -0.62, 0.64], [-1.94, 1.53, -2.58], [0.53, -1.04, 0.05], [2.21, -0.49, 1.36], [0.28, -0.39, 0.24], [0.32, 0.00, 0.80], [-0.35, -0.09, 0.04], [0.04, 1.08, -1.27], [0.74, -0.14, 0.45], [-0.56, 0.21, 0.17], [-0.25, -0.17, -0.02]]}


Entry 3:
{"formula": "C12H28N3O5P", "method": "ωB97M-V/def2-TZVPD", "homo_energy_ev": -8.94, "lumo_energy_ev": 0.5, "e_above_lowest_ev": 0.000, "smiles": "C#CN(C(=O)O)P(C)O.COC[C@@H](C)N.COC[C@@H](C)N", "charge": 0, "e_tot_ev": -36892.4038, "largest_force_ev_per_a": 1.3, "symbols": ["C", "C", "N", "C", "O", "O", "P", "C", "O", "H", "H", "H", "H", "H", "H", "C", "O", "C", "C", "C", "N", "H", "H", "H", "H", "H", "H", "H", "H", "H", "H", "H", "C", "O", "C", "C", "C", "N", "H", "H", "H", "H", "H", "H", "H", "H", "H", "H", "H"], "positions_angstrom": [[-1.158783, 0.550283, -1.140644], [-1.501911, -0.597524, -1.127948], [-1.891045, -1.906311, -1.118698], [-1.314847, -2.642705, -2.208841], [-0.194612, -3.048639, -2.187911], [-2.161454, -2.821916, -3.233900], [-3.609069, -2.004195, -0.644310], [-4.577232, -1.464414, -2.072122], [-3.874757, -3.615375, -0.790438], [-0.812268, 1.552677, -1.184537], [-1.909981, -3.639301, -3.681124], [-4.386509, -2.000471, -2.995941], [-5.618508, -1.628258, -1.782856], [-4.434111, -0.392396, -2.205860], [-3.354604, -4.089460, -0.132156], [2.065586, -0.563298, -0.535210], [1.939225, 0.756778, -1.035699], [3.148321, 1.472207, -1.181838], [3.948992, 1.138836, -2.446655], [4.679302, -0.199519, -2.390797], [3.127515, 1.180110, -3.658619], [2.877057, -0.629326, 0.196910], [2.231566, -1.290229, -1.332303], [1.124435, -0.814417, -0.047757], [2.853106, 2.523667, -1.238388], [3.770045, 1.355618, -0.283018], [4.707270, 1.923257, -2.539061], [4.001652, -1.033026, -2.574035], [5.448088, -0.234542, -3.162017], [5.159271, -0.352211, -1.422310], [2.744389, 2.112331, -3.780883], [2.318922, 0.581639, -3.512124], [-1.337931, 3.134229, 3.830359], [-1.437490, 2.455833, 2.595572], [-0.422649, 1.504100, 2.336687], [-0.619223, 0.141937, 3.011269], [-0.322732, 0.138029, 4.508398], [-1.956612, -0.414922, 2.792170], [-0.292600, 3.318153, 4.099622], [-1.824190, 2.586163, 4.641336], [-1.843863, 4.092625, 3.716339], [-0.444487, 1.348053, 1.256745], [0.561343, 1.924656, 2.589160], [0.097062, -0.535259, 2.533622], [-1.148128, 0.561741, 5.080682], [-0.183209, -0.884873, 4.857091], [0.582344, 0.703788, 4.738592], [-2.114464, -0.541246, 1.795661], [-2.638200, 0.287137, 3.067773]], "forces_ev_per_a": [[-0.05, 0.00, -0.11], [0.33, -0.18, 0.31], [-0.59, 0.39, -1.04], [0.17, 0.05, 0.30], [0.18, -0.16, 0.02], [-0.47, -0.25, 0.38], [-0.02, 0.24, 0.58], [-0.20, -0.09, -0.09], [0.38, -0.08, -0.27], [0.00, 0.04, 0.06], [0.28, 0.10, -0.31], [0.11, -0.02, -0.01], [-0.01, 0.07, 0.02], [0.05, 0.02, -0.02], [-0.18, -0.13, 0.18], [-0.11, 0.04, 0.04], [0.02, -0.04, 0.01], [0.01, 0.13, 0.01], [-0.03, -0.13, -0.05], [0.07, 0.00, 0.00], [-0.06, 0.10, 0.08], [0.02, -0.01, -0.02], [0.05, -0.01, 0.02], [0.00, 0.01, 0.00], [-0.03, -0.01, 0.01], [0.03, -0.06, -0.03], [-0.02, 0.03, 0.03], [-0.03, 0.01, 0.03], [-0.02, 0.00, -0.02], [-0.01, 0.00, 0.00], [0.05, 0.01, -0.04], [0.03, -0.05, -0.03], [-0.05, 0.04, -0.06], [-0.03, 0.00, 0.06], [0.07, -0.04, -0.14], [-0.10, 0.00, 0.15], [0.06, -0.05, 0.02], [0.04, 0.09, -0.17], [0.00, -0.01, 0.02], [0.06, -0.01, 0.03], [0.00, 0.00, -0.01], [0.00, 0.01, 0.03], [-0.01, -0.02, 0.06], [0.02, 0.04, -0.05], [-0.01, 0.03, -0.02], [-0.03, -0.01, 0.00], [0.00, 0.00, 0.00], [0.02, -0.06, 0.01], [-0.01, -0.04, 0.07]]}


- Look up the charge of the first one.
  0